Entry from OMol25: 6 unconnected molecules or ions with the total composition C38H39F5N3O2S in a non-equilibrium geometry (ωB97M-V with the def2-TZVPD basis set).

The calculation puts the HOMO-LUMO gap at 7.494 eV. The strongest force on any atom is 1.770 eV/A. Its net charge is +1.

Last column: Mulliken charge in e.
Geometry (Å):
C (1.087822, -2.111694, 2.349069)  0.005
N (0.699283, -1.990124, 3.542352)  -0.457
N (0.266108, -0.673305, 3.672365)  -0.224
C (0.428755, -0.126897, 2.548080)  0.561
S (0.041977, 1.512935, 2.137142)  -0.195
C (-1.697313, 1.273634, 1.705490)  -0.934
C (-2.535955, 0.710347, 2.855311)  -0.840
C (-3.698937, -0.120004, 2.337697)  0.643
C (-4.897071, -0.028167, 3.250181)  -1.298
N (-6.054886, -0.671391, 2.545154)  0.114
C (-5.663646, -1.811056, 1.635341)  -0.577
C (-4.286062, -2.398423, 1.918544)  -0.428
O (-3.285800, -1.464905, 2.319182)  -0.428
O (0.953704, -0.983013, 1.633016)  -0.227
H (1.488432, -3.006608, 1.923183)  0.454
H (-2.111819, 2.232114, 1.425270)  0.434
H (-1.790592, 0.622797, 0.843415)  0.409
H (-1.948873, 0.096504, 3.527990)  0.533
H (-2.939040, 1.522388, 3.452879)  0.398
H (-3.945907, 0.246689, 1.334541)  0.269
H (-5.163141, 0.994164, 3.482493)  0.482
H (-4.696635, -0.523495, 4.188915)  0.352
H (-6.478132, 0.046276, 1.959904)  0.400
H (-6.793514, -0.959967, 3.186437)  0.306
H (-5.782957, -1.521176, 0.604178)  0.300
H (-6.378719, -2.606800, 1.793552)  0.429
H (-3.969628, -2.851144, 0.987595)  0.206
H (-4.339205, -3.189899, 2.656930)  0.377
F (-7.770127, -0.257788, 4.821654)  -0.387
C (-7.771351, -0.621272, 6.145951)  0.657
C (-7.189240, -1.816341, 6.506645)  -0.284
C (-7.187711, -2.176159, 7.846304)  -0.468
C (-7.771125, -1.342793, 8.789670)  -0.568
C (-8.354097, -0.145627, 8.396686)  -0.388
C (-8.353635, 0.225690, 7.060423)  -0.555
H (-6.747053, -2.457916, 5.753388)  0.402
H (-6.732082, -3.107685, 8.151596)  0.366
H (-7.771872, -1.627418, 9.832573)  0.389
H (-8.812081, 0.501791, 9.131111)  0.376
H (-8.797262, 1.156650, 6.732839)  0.406
F (-4.167045, -3.474838, -1.037310)  -0.337
C (-3.364416, -3.081716, -2.066135)  0.579
C (-2.655140, -4.036452, -2.760870)  -0.612
C (-1.834925, -3.627805, -3.802530)  -0.333
C (-1.733792, -2.280891, -4.124368)  -0.540
C (-2.456741, -1.338066, -3.408493)  -0.564
C (-3.284628, -1.739169, -2.369535)  -0.275
H (-2.742434, -5.079760, -2.487647)  0.432
H (-1.272121, -4.359001, -4.362605)  0.435
H (-1.088857, -1.968112, -4.934574)  0.432
H (-2.376540, -0.288596, -3.657221)  0.382
H (-3.863318, -1.020010, -1.802285)  0.388
F (0.762848, -4.455009, -5.482234)  -0.328
C (1.792062, -3.581778, -5.577701)  0.233
C (1.955830, -2.866415, -6.745532)  -0.429
C (3.007747, -1.965943, -6.833258)  -0.387
C (3.876167, -1.800500, -5.762971)  -0.443
C (3.692866, -2.534063, -4.598773)  -0.162
C (2.639826, -3.431397, -4.500173)  -0.474
H (1.271012, -3.016262, -7.569932)  0.433
H (3.148904, -1.393324, -7.739744)  0.374
H (4.696453, -1.099201, -5.836705)  0.383
H (4.371877, -2.408376, -3.765601)  0.365
H (2.474236, -4.008914, -3.600187)  0.429
F (6.174315, -1.548294, -1.985769)  -0.354
C (6.061177, -0.205561, -1.901281)  0.319
C (5.605393, 0.357391, -0.726645)  -0.520
C (5.493598, 1.737846, -0.645031)  -0.427
C (5.828765, 2.531346, -1.733377)  -0.428
C (6.280694, 1.944209, -2.906719)  -0.363
C (6.403602, 0.565161, -2.993755)  -0.311
H (5.345486, -0.279493, 0.108704)  0.442
H (5.145901, 2.194351, 0.271946)  0.382
H (5.740146, 3.607706, -1.666940)  0.408
H (6.540975, 2.562632, -3.754734)  0.407
H (6.763015, 0.088107, -3.896333)  0.455
F (7.394227, 4.998795, -4.071120)  -0.323
C (7.971192, 5.867600, -3.213367)  0.321
C (9.333946, 5.800961, -3.009730)  -0.414
C (9.921857, 6.696578, -2.128973)  -0.340
C (9.144293, 7.634678, -1.463756)  -0.506
C (7.774619, 7.680708, -1.682067)  -0.339
C (7.178682, 6.793435, -2.566584)  -0.326
H (9.920438, 5.058222, -3.533967)  0.414
H (10.989781, 6.661720, -1.962436)  0.357
H (9.606718, 8.329820, -0.776125)  0.377
H (7.166935, 8.409482, -1.163072)  0.352
H (6.113766, 6.817288, -2.757529)  0.427

Cartesian forces (eV/Å) of the 3 atoms listed first:
0.2 -0.1 -0.7
-0.5 0.1 1.5
-0.2 -0.7 1.6